Entry 1:
Below is 8 unconnected molecules or ions with the total composition C4H25N2O9, with properties calculated with ωB97M-V/def2-TZVPD.

Calculated values
total energy	-953.88109	Ha
ΔE to the lowest compared entry with this formula, charge and spin	24.1	kcal/mol
net charge	+1
LUMO energy	-2.48	eV
frontier orbital gap	11.159	eV

Cartesian coordinates (Å):
N (1.622, -1.008, -0.391)
C (0.720, -0.772, 0.730)
C (-0.744, -0.863, 0.423)
N (-1.615, -0.291, 1.270)
C (-1.276, 0.354, 2.554)
C (-0.710, 1.779, 2.339)
O (-0.756, 2.208, 0.993)
O (-1.194, -1.617, -0.451)
H (1.261, -1.228, -1.322)
H (2.242, -1.808, -0.220)
H (2.389, -0.279, -0.423)
H (0.961, -1.551, 1.450)
H (0.935, 0.194, 1.184)
H (-2.570, -0.566, 1.091)
H (-2.259, 0.391, 3.005)
H (-0.593, -0.299, 3.091)
H (0.339, 1.728, 2.638)
H (-1.235, 2.509, 2.954)
H (-1.401, 1.696, 0.484)
H (1.666, 2.494, 0.211)
H (2.755, 2.798, 1.272)
O (2.304, 2.091, 0.806)
H (-3.988, -1.857, -0.771)
H (-2.880, -1.054, -1.202)
O (-3.789, -0.914, -0.882)
H (0.737, 1.222, -2.371)
H (0.291, 1.756, -0.948)
O (0.969, 1.271, -1.442)
H (4.079, 0.765, 0.095)
H (4.256, 0.717, -1.405)
O (3.959, 0.172, -0.663)
H (-1.774, 3.073, -2.240)
H (-1.819, 3.533, -0.756)
O (-1.425, 2.896, -1.363)
H (0.072, -4.055, 0.899)
H (-0.129, -3.220, -0.365)
O (0.558, -3.585, 0.210)
H (-0.374, -2.094, -2.409)
H (0.431, -2.743, -3.597)
O (0.504, -2.279, -2.759)

Entry 2:
Below is a molecular structure, C4H6NaO3, with properties calculated with ωB97M-V/def2-TZVPD.

Calculated values
total energy	-543.72218	Ha
ΔE to the lowest compared entry with this formula, charge and spin	36.1	kcal/mol
net charge	+1
LUMO energy	-5.12	eV
frontier orbital gap	7.395	eV

Cartesian coordinates (Å):
O (-1.065, -2.029, -0.008)
C (-1.121, -0.940, 0.487)
C (-2.331, -0.136, 0.798)
H (-3.165, -0.808, 1.021)
H (-2.138, 0.544, 1.638)
H (-2.631, 0.450, -0.087)
O (0.199, -0.254, 0.570)
Na (-0.351, 2.013, -0.134)
C (1.188, -1.153, 0.405)
O (2.218, -0.676, -0.192)
C (2.264, 0.533, -0.979)
H (2.304, 1.397, -0.302)
H (3.203, 0.488, -1.534)
H (1.424, 0.571, -1.683)

Entry 3:
Below is 31 unconnected molecules or ions with the total composition C17H96BrN5O31, with properties calculated with ωB97M-V/def2-TZVPD.

Calculated values
total energy	-5885.48088	Ha
LUMO energy	-0.23	eV
frontier orbital gap	8.467	eV

Cartesian coordinates (Å):
C (4.825, -2.244, -1.353)
C (3.898, -1.502, -1.187)
C (2.770, -0.601, -0.986)
C (3.024, 0.806, -1.600)
C (2.431, 0.935, -2.996)
C (0.901, 1.132, -3.050)
O (0.451, 1.734, -1.842)
C (-0.942, 1.675, -1.547)
C (-1.813, 1.609, -2.793)
C (-3.309, 2.032, -2.666)
N (-3.572, 2.924, -3.842)
N (-3.695, 2.787, -1.490)
N (-4.175, 0.872, -2.678)
C (-1.185, 0.526, -0.553)
C (-0.278, 0.641, 0.677)
C (-0.182, 2.005, 1.351)
C (-1.521, 2.516, 1.822)
Br (-1.260, 4.192, 2.813)
N (-0.923, -0.764, -1.180)
C (-2.108, -1.538, -1.545)
C (-2.996, -1.947, -0.360)
C (-3.074, -3.459, -0.164)
C (-4.092, -4.132, -1.091)
N (-3.562, -5.252, -1.901)
H (5.665, -2.907, -1.405)
H (1.875, -1.017, -1.447)
H (2.617, -0.506, 0.088)
H (4.102, 0.926, -1.690)
H (2.686, 1.592, -0.933)
H (2.690, 0.077, -3.614)
H (2.893, 1.801, -3.470)
H (0.702, 1.805, -3.881)
H (0.430, 0.171, -3.238)
H (-1.157, 2.617, -1.042)
H (-1.762, 0.615, -3.236)
H (-1.392, 2.284, -3.530)
H (-4.227, 2.440, -4.446)
H (-4.053, 3.761, -3.533)
H (-3.126, 3.610, -1.351)
H (-3.701, 2.206, -0.664)
H (-4.047, 0.311, -3.509)
H (-5.138, 1.180, -2.641)
H (-2.217, 0.611, -0.180)
H (-0.660, -0.078, 1.406)
H (0.722, 0.309, 0.418)
H (0.489, 1.905, 2.204)
H (0.300, 2.712, 0.676)
H (-2.005, 1.824, 2.503)
H (-2.200, 2.749, 1.011)
H (-0.381, -1.338, -0.545)
H (-1.745, -2.449, -2.029)
H (-2.664, -0.991, -2.298)
H (-2.686, -1.450, 0.558)
H (-4.003, -1.573, -0.548)
H (-2.078, -3.886, -0.263)
H (-3.365, -3.633, 0.875)
H (-4.519, -3.394, -1.769)
H (-4.921, -4.546, -0.521)
H (-2.732, -4.924, -2.382)
H (-3.256, -5.969, -1.253)
O (1.248, 3.013, 4.777)
H (0.868, 2.648, 5.588)
H (0.502, 3.467, 4.360)
O (3.360, 2.924, 2.709)
H (3.535, 2.077, 2.283)
H (2.708, 2.722, 3.393)
O (7.077, -4.379, -1.040)
H (7.140, -4.500, -0.082)
H (7.987, -4.331, -1.359)
O (-5.385, 0.247, 0.394)
H (-5.312, 0.444, -0.548)
H (-5.214, 1.086, 0.836)
O (-4.710, 2.019, 2.798)
H (-5.479, 1.467, 2.990)
H (-4.330, 2.196, 3.667)
O (3.629, 4.072, 6.271)
H (3.107, 3.586, 5.618)
H (3.866, 4.886, 5.816)
O (-0.039, -4.782, 0.338)
H (-0.044, -5.722, 0.559)
H (0.875, -4.611, 0.088)
O (-5.157, -5.842, -4.206)
H (-6.001, -6.289, -4.083)
H (-4.743, -5.816, -3.318)
O (-5.838, 4.988, 3.003)
H (-5.486, 4.096, 3.095)
H (-5.258, 5.411, 2.363)
O (-6.024, -0.072, -5.051)
H (-6.421, 0.261, -5.864)
H (-5.798, -0.986, -5.261)
O (1.043, 0.512, -6.177)
H (1.373, -0.213, -6.717)
H (0.643, 1.114, -6.817)
O (-2.373, 2.493, -6.498)
H (-2.620, 2.702, -5.582)
H (-1.412, 2.447, -6.472)
O (7.428, -1.229, 0.801)
H (6.867, -1.624, 0.125)
H (7.619, -0.347, 0.466)
O (4.312, 5.629, 9.086)
H (3.808, 5.143, 8.420)
H (4.546, 6.449, 8.636)
O (-3.816, -2.398, 3.576)
H (-4.271, -1.915, 2.877)
H (-3.584, -3.239, 3.171)
O (0.696, -0.386, 3.594)
H (-0.094, -0.911, 3.757)
H (1.373, -0.854, 4.093)
O (5.076, 8.252, 10.151)
H (4.924, 7.310, 10.295)
H (4.437, 8.677, 10.733)
O (-7.251, 2.828, -5.092)
H (-6.969, 1.985, -4.722)
H (-6.595, 3.040, -5.763)
O (5.330, 2.621, 0.654)
H (5.203, 3.014, 1.527)
H (5.995, 3.174, 0.233)
O (0.549, -7.475, -0.725)
H (0.109, -6.994, -1.434)
H (0.804, -8.318, -1.110)
O (-0.506, 0.985, -8.154)
H (-1.101, 1.441, -8.758)
H (-1.102, 0.568, -7.521)
O (-0.460, -1.029, 6.203)
H (-1.248, -1.554, 6.379)
H (-0.144, -0.794, 7.085)
O (-0.062, -2.453, 8.831)
H (-0.855, -2.982, 8.961)
H (0.625, -2.929, 9.306)
O (-1.202, 1.809, 6.106)
H (-1.672, 2.313, 5.434)
H (-0.944, 0.979, 5.675)
O (-6.856, -3.402, -4.272)
H (-6.317, -4.206, -4.355)
H (-6.492, -2.950, -3.507)
O (3.701, -4.290, -4.006)
H (4.345, -4.998, -4.094)
H (4.047, -3.740, -3.294)
O (8.891, -4.697, -3.299)
H (8.366, -4.103, -3.846)
H (9.056, -5.448, -3.876)
O (3.366, 10.348, 8.657)
H (2.574, 9.813, 8.755)
H (4.066, 9.827, 9.070)
O (9.746, -3.930, -6.064)
H (10.419, -4.598, -6.226)
H (10.105, -3.403, -5.342)
O (5.760, -5.172, 1.274)
H (4.986, -4.619, 1.127)
H (5.468, -5.850, 1.889)

Entry 4:
Below is a molecular structure, C5H4N2O2, with properties calculated with ωB97M-V/def2-TZVPD.

Calculated values
total energy	-452.60914	Ha
ΔE to the lowest compared entry with this formula, charge and spin	206.5	kcal/mol
LUMO energy	-0.68	eV
frontier orbital gap	9.189	eV

Cartesian coordinates (Å):
C (2.220, 0.237, 0.046)
C (0.752, -0.021, -0.096)
C (-2.012, -0.549, 0.228)
C (-1.152, 0.576, 0.607)
C (-0.316, 0.993, -0.702)
H (-2.429, -1.056, 1.420)
H (-2.769, -0.401, -0.550)
H (-0.935, 0.464, 1.677)
H (-0.710, 0.700, -1.631)
N (3.424, 0.014, 0.193)
N (0.388, -1.315, 0.037)
O (-1.005, -1.612, -0.372)
O (-1.094, 1.859, -0.005)

Entry 5:
Below is a molecular structure, C26H35N2O3PPdSi, with properties calculated with ωB97M-V/def2-TZVPD.

Calculated values
total energy	-2105.74473	Ha
ΔE to the lowest compared entry with this formula, charge and spin	13.8	kcal/mol
LUMO energy	-0.26	eV
frontier orbital gap	7.785	eV

Cartesian coordinates (Å):
Pd (-0.066, 0.105, 0.205)
C (-0.221, -5.577, -0.653)
O (-0.054, -4.416, 0.149)
C (0.255, -3.236, -0.415)
O (0.369, -2.258, 0.307)
N (0.447, -3.218, -1.747)
N (0.727, -2.052, -2.463)
H (-0.559, -6.354, 0.026)
H (0.720, -5.887, -1.112)
H (-0.976, -5.434, -1.430)
H (0.322, -4.030, -2.320)
H (-0.061, -1.415, -2.437)
H (1.489, -1.538, -2.034)
C (1.153, 0.160, 4.571)
C (-0.199, -0.294, 5.049)
C (-0.396, -0.699, 6.364)
C (-1.643, -1.112, 6.806)
C (-2.727, -1.090, 5.941)
C (-2.549, -0.688, 4.628)
C (-1.292, -0.308, 4.172)
P (-1.014, 0.173, 2.417)
C (-2.484, -0.610, 1.635)
C (-3.342, 0.171, 0.860)
C (-4.404, -0.405, 0.183)
C (-4.608, -1.773, 0.258)
C (-3.737, -2.559, 0.998)
C (-2.669, -2.005, 1.696)
C (-1.754, -2.904, 2.484)
C (-1.323, 1.975, 2.552)
C (-1.878, 2.574, 3.686)
C (-1.831, 3.947, 3.852)
C (-1.228, 4.738, 2.884)
C (-0.717, 4.152, 1.740)
C (-0.762, 2.770, 1.551)
C (-0.186, 2.192, 0.299)
H (1.887, 0.118, 5.373)
H (1.103, 1.187, 4.199)
H (1.500, -0.467, 3.746)
H (0.442, -0.688, 7.051)
H (-1.770, -1.452, 7.825)
H (-3.709, -1.386, 6.286)
H (-3.398, -0.662, 3.956)
H (-3.170, 1.239, 0.799)
H (-5.063, 0.211, -0.414)
H (-5.434, -2.230, -0.271)
H (-3.870, -3.634, 1.018)
H (-1.836, -3.929, 2.130)
H (-2.006, -2.881, 3.545)
H (-0.718, -2.583, 2.379)
H (-2.338, 1.970, 4.455)
H (-2.240, 4.398, 4.747)
H (-1.154, 5.809, 3.020)
H (-0.258, 4.766, 0.973)
H (0.848, 2.509, 0.163)
H (-0.760, 2.484, -0.582)
C (0.181, 1.950, -4.097)
Si (1.525, 1.499, -2.814)
C (2.957, 0.695, -3.771)
C (2.165, 3.226, -2.299)
O (1.016, 0.555, -1.654)
H (0.622, 2.519, -4.918)
H (-0.600, 2.564, -3.644)
H (-0.291, 1.059, -4.518)
H (3.299, 1.340, -4.583)
H (2.658, -0.263, -4.203)
H (3.808, 0.511, -3.111)
H (2.611, 3.718, -3.166)
H (2.928, 3.164, -1.520)
H (1.359, 3.867, -1.933)